# 1
The following is a DFT calculation (ωB97M-V/def2-TZVPD) of a cluster of 2 separate species, C25H30N3O2 in total.

The HOMO-LUMO gap is 7.32 eV. Its relative energy (zero: lowest compared OMol25 entry of this formula, charge and spin) is 0.0 kcal per mole. As for the net charge: +1.

Cartesian coordinates (Å):
O (1.120, 3.832, 3.594)
O (4.337, 6.216, 1.279)
N (0.743, 2.903, 0.635)
N (2.461, 5.184, 2.243)
N (-1.672, 0.175, 2.287)
C (1.801, 0.765, 2.843)
C (1.550, 5.253, 1.094)
C (-4.055, -0.161, 1.626)
C (3.370, 4.569, 4.242)
C (2.165, 4.456, 3.393)
C (3.792, 5.658, 2.220)
C (4.331, 5.295, 3.554)
C (3.055, 0.166, 2.866)
C (0.939, -1.091, 1.514)
C (-4.101, -1.463, 2.428)
C (0.623, 2.004, -0.502)
C (-0.546, 0.857, 2.012)
C (1.614, 4.004, 0.228)
C (5.574, 5.557, 4.109)
C (5.827, 5.075, 5.403)
C (0.738, 0.184, 2.113)
C (3.614, 4.046, 5.506)
C (0.802, 2.885, -1.759)
C (2.176, -1.723, 1.613)
C (4.858, 4.321, 6.093)
C (-2.715, -2.055, 2.677)
C (-2.976, 0.816, 2.097)
C (1.244, 4.264, -1.241)
C (3.239, -1.092, 2.276)
C (-1.727, -1.005, 3.179)
H (-2.780, -2.857, 3.422)
H (-3.898, -0.389, 0.565)
H (2.087, 4.693, -1.794)
H (0.114, -1.564, 0.968)
H (1.379, 1.196, -0.487)
H (6.301, 6.128, 3.535)
H (0.536, 5.387, 1.486)
H (-2.330, -2.517, 1.759)
H (3.881, 0.683, 3.362)
H (-4.581, -1.270, 3.396)
H (2.839, 3.456, 5.992)
H (-5.024, 0.344, 1.698)
H (-0.360, 1.523, -0.490)
H (1.857, 6.135, 0.522)
H (-3.297, 1.249, 3.059)
H (5.081, 3.950, 7.095)
H (1.071, 2.504, 1.505)
H (-0.683, 1.933, 1.892)
H (-2.077, -0.668, 4.172)
H (1.604, 1.689, 3.396)
H (2.679, 3.673, 0.225)
H (4.210, -1.586, 2.343)
H (-4.720, -2.196, 1.900)
H (0.415, 4.980, -1.282)
H (6.785, 5.282, 5.885)
H (-0.740, -1.455, 3.310)
H (-0.135, 2.962, -2.315)
H (1.565, 2.454, -2.414)
H (-2.853, 1.629, 1.373)
H (2.310, -2.714, 1.173)

Cartesian forces (eV/Å) of the 2 atoms listed first:
O 1.303 0.782 -0.291
O -1.009 -0.859 1.412

# 2
The following is a DFT calculation (ωB97M-V/def2-TZVPD) of the molecule C25H30N4O3S.

The HOMO-LUMO gap is 7.84 eV. Its relative energy (zero: lowest compared OMol25 entry of this formula, charge and spin) is 55.5 kcal per mole. As for the SMILES: Cc1ccc(-c2nnc(N3CCCCC3)c3ccccc23)cc1S(=O)(=O)NC[C@H]1CCCO1.

Cartesian coordinates (Å):
S (2.885, 4.329, 0.038)
O (2.769, 5.408, 0.979)
O (4.596, -0.395, 0.167)
O (3.697, 4.540, -1.131)
N (-0.393, 0.169, 0.577)
N (-2.299, -2.735, 0.956)
N (3.451, 3.012, 0.915)
N (-0.817, -0.994, 0.996)
C (-1.607, -0.034, -1.463)
C (4.431, 0.726, 1.014)
C (-1.702, -3.232, 2.179)
C (-1.249, 3.053, -1.372)
C (-1.772, 0.327, -2.811)
C (-1.757, -1.659, 0.336)
C (2.733, -0.957, 1.472)
C (4.135, 1.982, 0.163)
C (-0.430, 2.116, -0.746)
C (-0.803, 4.346, -1.578)
C (1.252, 3.817, -0.499)
C (-2.399, -0.521, -3.686)
C (0.972, 6.129, -1.419)
C (-3.189, -5.247, 2.013)
C (3.294, 0.371, 1.999)
C (3.343, -1.044, 0.072)
C (-1.750, -4.759, 2.164)
C (0.465, 4.750, -1.170)
C (-2.073, -1.299, -1.023)
C (-2.644, -2.176, -1.960)
C (-2.823, -1.784, -3.262)
C (-0.842, 0.729, -0.519)
C (-3.814, -4.631, 0.763)
C (0.818, 2.531, -0.280)
C (-3.691, -3.110, 0.837)
H (0.256, 6.713, -1.993)
H (-2.531, -0.233, -4.718)
H (-1.314, -5.143, 3.087)
H (1.647, -0.963, 1.447)
H (3.478, 1.707, -0.664)
H (3.680, 0.265, 3.011)
H (-1.449, 5.059, -2.068)
H (-1.152, -5.124, 1.327)
H (-4.226, -2.758, 1.733)
H (5.385, 0.867, 1.533)
H (-3.266, -2.464, -3.974)
H (1.425, 1.826, 0.257)
H (-4.144, -2.627, -0.029)
H (-2.249, 2.780, -1.676)
H (1.919, 6.081, -1.954)
H (-2.248, -2.849, 3.051)
H (3.532, -2.064, -0.266)
H (-0.676, -2.869, 2.229)
H (-3.767, -4.950, 2.890)
H (2.699, -0.539, -0.663)
H (5.069, 2.352, -0.278)
H (1.170, 6.626, -0.471)
H (-4.865, -4.911, 0.682)
H (-3.292, -4.998, -0.123)
H (2.539, 1.152, 2.003)
H (3.083, -1.790, 2.081)
H (-1.365, 1.264, -3.158)
H (-2.895, -3.183, -1.668)
H (-3.213, -6.336, 1.948)
H (3.979, 3.352, 1.706)

Cartesian forces (eV/Å) of the 2 atoms listed first:
S 0.487 -0.348 0.445
O -0.153 -0.138 0.150

# 3
The following is a DFT calculation (ωB97M-V/def2-TZVPD) of a structure of composition C25H30O5Pd.

The HOMO-LUMO gap (spin up / spin down) is 6.90 / 6.90 eV. As for the net charge: +2.

Cartesian coordinates (Å):
Pd (1.312, 0.685, 0.146)
O (3.407, 0.955, -1.034)
O (2.057, 2.992, 0.041)
O (0.977, -0.852, 1.965)
O (2.309, -1.450, -0.412)
O (2.697, 1.188, 1.902)
C (-2.325, -2.480, -1.750)
C (-2.636, -3.633, -2.426)
C (-1.639, 0.003, -0.592)
C (-3.342, -1.569, -1.388)
C (3.081, 0.105, 2.741)
C (-3.816, 1.867, -0.085)
C (-3.972, 0.473, -0.035)
C (-0.507, 0.389, -0.439)
C (3.640, -0.152, -1.911)
C (2.658, 3.206, -1.241)
C (1.797, -0.597, 3.112)
C (-5.801, 2.128, 1.239)
C (-3.964, -3.890, -2.774)
C (-4.746, 2.685, 0.522)
C (3.795, 2.244, -1.514)
C (-2.996, -0.378, -0.691)
C (-5.038, -0.080, 0.698)
C (1.019, -2.175, 1.426)
C (3.583, -1.391, -1.073)
C (2.815, 3.415, 1.177)
C (-4.978, -2.992, -2.458)
C (3.609, 2.277, 1.772)
C (2.260, -2.430, 0.619)
C (-5.940, 0.749, 1.337)
C (-4.676, -1.833, -1.780)
H (0.941, -2.917, 2.224)
H (2.877, -0.170, -2.692)
H (2.091, 3.769, 1.907)
H (4.714, 2.537, -1.006)
H (-5.997, -3.194, -2.759)
H (-6.749, 0.322, 1.915)
H (3.718, -2.273, -1.701)
H (-6.510, 2.775, 1.740)
H (2.216, -3.435, 0.193)
H (2.008, -1.526, 3.645)
H (4.376, -1.366, -0.322)
H (-5.117, -1.154, 0.811)
H (3.476, 4.240, 0.909)
H (1.854, 3.056, -1.958)
H (3.791, -0.538, 2.219)
H (1.212, 0.053, 3.758)
H (4.462, 1.976, 1.164)
H (-1.301, -2.257, -1.483)
H (4.624, -0.080, -2.375)
H (-5.449, -1.104, -1.596)
H (-2.989, 2.294, -0.637)
H (-4.649, 3.759, 0.445)
H (3.160, -2.362, 1.235)
H (3.556, 0.479, 3.650)
H (-1.858, -4.336, -2.691)
H (0.140, -2.252, 0.789)
H (3.968, 2.581, 2.757)
H (3.013, 4.235, -1.327)
H (3.989, 2.224, -2.587)
H (-4.207, -4.795, -3.319)

Cartesian forces (eV/Å) of the 2 atoms listed first:
Pd -0.509 0.148 1.150
O 0.158 -0.065 -0.265

| no. | DFT total energy (a.u.) |
| --- | --- |
| 1 | -1285.194431 |
| 2 | -1813.553128 |
| 3 | -1473.985024 |